Computed, not measured: a structure of composition C4H4N2, with ωB97M-V/def2-TZVPD.

Calculated values
E_LUMO = 0.4511 eV
HOMO-LUMO gap = 9.2 eV
Molecular weight = 80.09 g/mol
E_HOMO = -0.3228 hartree

XYZ file:
```
10
Properties=species:S:1:pos:R:3:forces:R:3
C -1.11209 -0.19994 -0.34438 0.093 -0.270 0.192
C -0.21876 0.93157 0.06425 -0.481 0.265 0.101
N 1.03001 1.66287 -0.19262 0.403 -0.006 -0.024
N 1.83427 0.69883 -0.04853 0.146 0.432 -0.021
C 0.86381 -0.39874 -0.11559 0.094 -0.559 -0.144
C -0.36811 -1.01743 0.47102 -0.257 0.093 -0.157
H -2.03786 -0.28192 -0.90091 -0.004 0.024 0.042
H -0.52899 1.33556 1.03840 0.075 -0.125 -0.157
H 1.09618 -0.86314 -1.08613 -0.062 0.149 0.196
H -0.55846 -1.86766 1.11451 -0.006 -0.004 -0.028
```
Forces are in eV/Å.


Computed, not measured: a structure of composition C37H41BN4O5SV at a distorted geometry, with ωB97M-V/def2-TZVPD.

Calculated values
<S²> = 1.07
Charge = -2
E_LUMO (spin up / spin down) = 4.5546 / 4.5559 eV
Spin multiplicity = 2
HOMO-LUMO gap (spin up / spin down) = 4.9 / 4.8 eV
Molecular weight = 715.58 g/mol
E_HOMO (spin up / spin down) = -0.0136 / -0.0073 hartree

XYZ file:
```
90
Properties=species:S:1:pos:R:3:forces:R:3
V 1.19263 -0.71414 -0.09357 -0.971 1.021 -1.036
C 4.17328 -4.11143 -4.15762 0.098 0.035 0.100
C 2.64646 -4.13782 -4.15574 0.057 0.287 0.044
N 2.05492 -2.81595 -3.98766 -0.067 -0.079 0.283
C 2.02554 -2.26632 -2.68458 0.097 -0.004 -0.218
S 2.10188 -0.52643 -2.56308 -0.223 -0.247 0.440
N 1.92522 -3.10786 -1.71424 0.085 0.326 0.879
N 1.84085 -2.45727 -0.45736 0.548 -1.881 -0.326
C 2.40772 -3.12783 0.61381 0.011 0.526 -0.584
C 2.94829 -4.51568 0.50329 -0.202 -0.265 0.130
C 2.72697 -2.26720 1.64477 0.097 0.595 -0.184
C 3.40394 -2.58897 2.87033 -0.234 -0.035 -0.235
C 3.93318 -1.60969 3.63684 0.089 0.365 0.011
C 3.83029 -0.24067 3.20937 0.137 -0.296 0.185
C 3.10454 0.04645 2.10058 -0.398 -0.694 -0.426
N 2.45735 -0.90152 1.33681 1.108 0.065 1.472
H 4.58694 -5.12668 -4.19780 -0.012 0.104 -0.019
H 4.55474 -3.54713 -5.01779 -0.030 -0.071 0.111
H 4.53163 -3.62490 -3.24225 -0.056 -0.094 -0.154
H 2.27435 -4.57645 -5.08416 -0.033 -0.015 -0.086
H 2.29721 -4.75124 -3.32914 -0.079 -0.025 0.013
H 2.39504 -2.12054 -4.62866 0.063 0.090 -0.210
H 3.28149 -4.68570 -0.51952 0.028 -0.013 -0.037
H 3.80096 -4.64057 1.17717 -0.092 -0.039 -0.043
H 2.21404 -5.30285 0.73190 0.034 0.071 -0.020
H 3.49773 -3.62841 3.15827 -0.031 -0.024 0.024
H 4.45086 -1.85456 4.55664 0.017 -0.001 0.037
H 4.28967 0.56216 3.77122 0.004 -0.027 -0.001
H 2.98671 1.06710 1.77304 -0.158 0.118 -0.063
C -1.09847 -4.13934 1.76881 0.029 0.180 0.030
O -0.96050 -2.86284 2.35306 -0.067 -0.234 0.034
C -2.18254 -2.18941 2.54252 0.244 0.015 0.024
C -3.01669 -2.03778 1.28346 0.040 0.064 -0.061
O -2.19038 -1.79640 0.18067 -0.039 -0.008 -0.153
C -2.90715 -1.30447 -0.92249 0.120 -0.086 0.036
C -1.92678 -0.94477 -2.02667 0.245 -0.351 0.117
O -0.87459 -1.88456 -2.16001 -0.353 0.053 -0.075
C -1.27750 -3.12504 -2.68709 -0.057 0.156 0.157
H -1.92452 -4.69860 2.23254 -0.001 -0.036 0.014
H -1.26854 -4.06508 0.69068 -0.033 -0.004 -0.009
H -0.16685 -4.67330 1.93943 0.084 -0.012 -0.006
H -2.79843 -2.71496 3.28379 -0.086 -0.111 0.154
H -1.92579 -1.20989 2.93506 -0.002 -0.350 0.033
H -3.62042 -2.93849 1.10644 -0.086 -0.118 -0.093
H -3.71098 -1.20092 1.43792 -0.037 0.009 0.030
H -3.63459 -2.05548 -1.25334 -0.144 -0.137 -0.067
H -3.46400 -0.40146 -0.64201 -0.054 0.063 -0.023
H -2.47398 -0.82712 -2.96814 -0.051 0.021 -0.136
H -1.44112 -0.01077 -1.78395 0.150 0.271 0.018
H -1.67881 -3.00316 -3.70198 -0.032 -0.001 -0.035
H -0.39596 -3.75757 -2.72032 0.103 -0.016 0.008
H -2.04026 -3.60501 -2.06008 -0.005 -0.024 0.011
O 0.50200 1.25875 2.41324 -0.480 -0.044 -0.057
B -0.06569 0.60776 1.20032 -0.128 0.012 0.484
O -1.51979 0.44046 1.52924 0.330 0.437 0.077
C -1.72469 1.00294 2.73726 0.390 0.207 -0.511
C -2.90672 1.12941 3.42032 -0.259 0.115 0.235
C -2.87944 1.78509 4.66516 0.205 0.017 -0.012
C -1.68666 2.26141 5.19005 -0.087 -0.097 -0.095
C -0.47575 2.10415 4.49263 0.016 0.125 0.246
C -0.51626 1.48624 3.26722 0.290 -0.155 -0.481
H -3.83336 0.74965 3.00263 0.042 0.067 -0.007
H -3.80315 1.93416 5.20996 -0.023 -0.039 0.032
H -1.68774 2.76785 6.14987 0.006 -0.033 -0.040
H 0.46706 2.46293 4.89465 -0.115 -0.011 -0.051
C 0.28386 1.15952 -0.28865 0.112 -0.102 0.274
C -0.10008 2.28741 -0.63347 -0.066 0.341 -0.421
C -0.52055 3.54010 -1.03498 -0.107 0.295 0.116
C -1.94953 3.74098 -1.27739 0.251 -0.002 0.100
C -2.50323 4.89966 -1.86313 -0.205 -0.005 -0.053
C -3.87768 5.05779 -2.02834 0.199 -0.130 0.030
C -4.77242 4.05877 -1.66241 0.178 -0.007 0.048
C -4.24325 2.87659 -1.14103 0.189 0.054 -0.033
C -2.87946 2.72158 -0.95207 -0.084 -0.027 0.080
C 0.52251 4.58602 -1.13106 -0.208 -0.133 0.038
C 1.84166 4.24343 -1.49382 0.089 0.052 -0.032
C 2.84198 5.19902 -1.61558 -0.146 -0.073 0.037
C 2.58183 6.54590 -1.36397 -0.108 -0.152 0.036
C 1.30525 6.89875 -0.94404 -0.145 -0.194 -0.009
C 0.30096 5.94005 -0.81755 0.115 0.099 -0.038
H -1.84688 5.68149 -2.21857 0.026 0.060 0.060
H -4.25307 5.98025 -2.45807 0.021 0.033 -0.039
H -5.84160 4.19656 -1.77003 0.005 -0.020 -0.039
H -4.90984 2.06399 -0.86980 0.023 -0.008 0.044
H -2.49614 1.80283 -0.51457 -0.077 0.102 0.007
H 2.06756 3.19668 -1.67458 -0.014 0.084 -0.055
H 3.83892 4.89032 -1.91734 -0.073 -0.018 0.031
H 3.36059 7.29174 -1.46744 0.005 0.008 -0.002
H 1.08496 7.93192 -0.69544 -0.012 -0.005 0.018
H -0.66173 6.23637 -0.41839 -0.012 0.013 -0.113
```
Forces are in eV/Å.


Computed, not measured: the molecule C5H7NO, with ωB97M-V/def2-TZVPD.

Calculated values
E_LUMO = 0.6106 eV
HOMO-LUMO gap = 9.5 eV
SMILES = C=C=C/C(O)=N/C
Molecular weight = 97.12 g/mol
E_HOMO = -0.3258 hartree

XYZ file:
```
14
Properties=species:S:1:pos:R:3:forces:R:3
C -2.12281 0.65832 0.79892 -0.216 0.111 0.110
N -0.88450 0.04238 0.38816 0.283 0.330 -0.052
C 1.45723 -2.43043 -0.54014 0.293 0.264 -0.356
C 1.34141 -1.14228 -0.58571 0.229 -0.023 -0.124
C 1.30099 0.16147 -0.51684 -0.069 -0.147 -0.172
C 0.08850 0.77633 0.05829 -0.249 -0.316 0.058
O 0.04836 2.13761 0.06681 0.099 0.130 0.045
H -2.42396 1.46735 0.12074 0.014 -0.066 0.123
H -2.04192 1.07634 1.80884 -0.064 0.003 -0.075
H -2.90508 -0.10656 0.80444 0.108 0.174 0.038
H 0.86392 -3.13162 -1.11714 0.284 0.154 -0.139
H 2.32615 -2.73678 0.01654 -0.221 -0.691 0.648
H 2.07985 0.75142 -0.99565 -0.323 0.040 -0.212
H 0.87185 2.47646 -0.30724 -0.166 0.037 0.109
```
Forces are in eV/Å.


Q: Which value of molecular weight does entry 3 give?
A: 97.12 g/mol


Q: Which of these has the highest molecular weight?
A: C37H41BN4O5SV


Q: molecular weight of number 3 (C5H7NO)?
A: 97.12 g/mol


Q: What is the molecular weight in the third record?
A: 97.12 g/mol